# 1
The following is a DFT calculation (ωB97M-V/def2-TZVPD) of a cluster of 7 separate species, C47H58NO2P in total in a non-equilibrium geometry.

ORCA input file:
```
! RIJCOSX wB97M-V def2-TZVPD def2/J DEFGRID3
* xyz 0 1
C 2.0799 -1.6626 1.1180
C 1.4117 -1.6370 -0.1315
C 0.7662 -1.5355 -1.6604
P 0.6183 0.3259 -2.0581
C -1.2318 0.2265 -2.5181
C -2.2258 -0.2757 -1.3159
C -2.6576 0.8806 -0.2375
O -2.4896 2.2658 -0.7029
C -3.8536 2.8146 -0.7875
C -4.8087 3.2544 0.4742
O -4.3536 2.9854 -2.0389
N 2.3831 0.4606 -1.7601
C 2.9345 1.8102 -2.1630
C 3.2763 2.6127 -0.7368
C 4.2731 1.6722 0.2138
H 2.9133 -1.4710 1.9509
H 1.5689 -2.0107 -2.3861
H -0.2155 -2.1587 -1.7880
H 0.4003 1.3828 -1.0659
H 0.9044 0.7128 -3.4465
H -1.3066 -0.4868 -3.4718
H -1.5307 1.3056 -2.9324
H -3.2357 -0.6298 -1.8451
H -1.8432 -1.1973 -0.7027
H -2.0920 0.6393 0.7784
H -3.8109 0.6919 0.0064
H -5.6774 2.4448 0.5950
H -4.2104 3.2152 1.4927
H -5.3349 4.2943 0.3549
H 2.8451 -0.2297 -2.4252
H 2.1943 2.4402 -2.8372
H 3.9462 1.6876 -2.7836
H 3.8029 3.6347 -0.9647
H 2.2263 2.7258 -0.1962
H 3.6622 0.9670 0.9429
H 4.9464 2.3967 0.8523
H 4.9706 0.9679 -0.4422
C -7.5038 6.6294 -4.4838
C -6.7639 5.5071 -4.1124
C -5.7408 5.6252 -3.1722
C -5.4543 6.8675 -2.6058
C -6.1880 7.9916 -2.9841
C -7.2136 7.8728 -3.9216
H -8.3053 6.5358 -5.2115
H -6.9854 4.5394 -4.5556
H -5.1667 4.7497 -2.8804
H -4.6590 6.9594 -1.8713
H -5.9610 8.9610 -2.5473
H -7.7869 8.7485 -4.2146
C 5.4683 -3.4863 0.1434
C 6.2082 -4.6086 0.5148
C 7.2313 -4.4905 1.4551
C 7.5178 -3.2481 2.0214
C 6.7841 -2.1241 1.6431
C 5.7585 -2.2428 0.7056
H 4.6668 -3.5799 -0.5843
H 5.9867 -5.5763 0.0716
H 7.8054 -5.3660 1.7468
H 8.3131 -3.1563 2.7559
H 7.0111 -1.1546 2.0799
H 5.1852 -1.3672 0.4126
C -6.2920 -1.9513 -0.2221
C -6.6175 -2.9087 0.7382
C -7.3347 -2.5404 1.8761
C -7.7230 -1.2126 2.0561
C -7.3894 -0.2534 1.1003
C -6.6755 -0.6224 -0.0395
H -5.7390 -2.2399 -1.1119
H -6.3127 -3.9430 0.5994
H -7.5912 -3.2874 2.6227
H -8.2840 -0.9258 2.9412
H -7.6868 0.7826 1.2432
H -6.4176 0.1248 -0.7854
C 11.9549 -2.2112 4.7771
C 12.2776 -2.1238 6.1310
C 11.3167 -1.7084 7.0523
C 10.0330 -1.3757 6.6189
C 9.7130 -1.4542 5.2638
C 10.6728 -1.8732 4.3429
H 12.7019 -2.5414 4.0603
H 13.2786 -2.3806 6.4686
H 11.5675 -1.6437 8.1078
H 9.2834 -1.0545 7.3368
H 8.7144 -1.1893 4.9250
H 10.4226 -1.9365 3.2872
C 2.5860 1.0835 -6.2676
C 3.5538 1.2535 -7.2573
C 3.2646 2.0072 -8.3944
C 2.0051 2.5880 -8.5442
C 1.0342 2.4104 -7.5589
C 1.3246 1.6597 -6.4200
H 2.8138 0.5018 -5.3786
H 4.5345 0.7988 -7.1418
H 4.0202 2.1423 -9.1638
H 1.7804 3.1775 -9.4288
H 0.0506 2.8580 -7.6783
H 0.5686 1.5233 -5.6512
C -5.6920 -5.1733 5.0021
C -6.0175 -6.1307 5.9625
C -6.7347 -5.7624 7.1003
C -7.1230 -4.4346 7.2803
C -6.7894 -3.4754 6.3245
C -6.0755 -3.8444 5.1847
H -5.1390 -5.4619 4.1124
H -5.7127 -7.1650 5.8236
H -6.9912 -6.5094 7.8469
H -7.6840 -4.1478 8.1654
H -7.0868 -2.4394 6.4674
H -5.8176 -3.0972 4.4388
*
```

## Properties
* LUMO energy: 0.3 eV
* largest force on an atom: 0.1901 hartree/bohr
* energy: -64541.958 eV
* SMILES: C#CC[PH2](CCCOC(C)=O)NCCC.c1ccccc1.c1ccccc1.c1ccccc1.c1ccccc1.c1ccccc1.c1ccccc1
* gap between HOMO and LUMO: 8.7 eV

=====

# 2
The following is a DFT calculation (ωB97M-V/def2-TZVPD) of a structure of composition C47H59IrN7O4PS.

ORCA input file:
```
! RIJCOSX wB97M-V def2-TZVPD def2/J DEFGRID3
* xyz 2 1
Ir -0.6075 -0.3472 -0.3741
O -3.0287 2.0406 1.8825
C -2.3352 1.1886 1.3925
N -1.6960 1.2301 0.1680
C -2.1249 2.0386 -0.8602
O -3.0322 2.8332 -0.8542
C -1.2999 1.8109 -2.1078
C -1.4076 2.6852 -3.1682
C -0.5873 2.5007 -4.2710
C 0.3117 1.4483 -4.2634
C 0.3539 0.5996 -3.1711
N -0.4439 0.7658 -2.1133
C -2.1005 -0.1300 2.0895
C -2.7689 -0.3948 3.2668
C -2.6049 -1.6328 3.8645
C -1.7669 -2.5544 3.2586
C -1.1161 -2.2133 2.0876
N -1.2717 -1.0187 1.5034
H -2.1209 3.4945 -3.0956
H -0.6414 3.1737 -5.1160
H 0.9837 1.2761 -5.0924
H 1.0359 -0.2327 -3.1324
H -3.4082 0.3764 3.6737
H -3.1230 -1.8755 4.7827
H -1.6037 -3.5337 3.6857
H -0.4408 -2.8975 1.6047
C 3.2226 -4.1134 0.6025
N 2.2681 -3.6474 -0.4069
C 2.1951 -4.2153 -1.6245
C 1.2786 -3.8078 -2.5251
C 0.4077 -2.7454 -2.1579
N 0.5119 -2.1126 -0.9735
C 1.4353 -2.5851 -0.0444
O 1.5326 -2.1288 1.0738
N -0.5126 -2.3540 -3.0464
H 3.6814 -5.0313 0.2462
H 2.7022 -4.2971 1.5380
H 3.9879 -3.3593 0.7763
H 2.8864 -5.0232 -1.8228
H 1.1968 -4.2763 -3.4929
H -0.6355 -2.9050 -3.8793
H -1.3113 -1.8360 -2.6946
N -2.3471 -1.0919 -1.1611
S -3.1569 -2.3363 -0.5077
C -3.9225 -3.1799 -1.8671
C -3.4129 -4.4298 -2.1918
C -3.9488 -5.1108 -3.2768
C -4.9706 -4.5340 -4.0172
C -5.4721 -3.2805 -3.6791
C -4.9534 -2.5953 -2.5942
C -4.5775 -1.7006 0.3653
C -5.3284 -2.6229 1.0858
C -6.4117 -2.1702 1.8188
C -6.7284 -0.8153 1.8328
C -5.9708 0.0906 1.1072
C -4.8849 -0.3507 0.3613
H -2.9701 -0.4117 -1.5923
H -2.6200 -4.8693 -1.5982
H -3.5779 -6.0936 -3.5342
H -5.3911 -5.0682 -4.8585
H -6.2786 -2.8467 -4.2541
H -5.3625 -1.6348 -2.3033
H -5.0755 -3.6767 1.0733
H -7.0082 -2.8741 2.3829
H -7.5728 -0.4679 2.4126
H -6.2107 1.1450 1.1176
H -4.3029 0.3699 -0.1985
O 1.2191 0.6481 0.2392
P 2.3244 1.6216 0.6477
C 4.0135 1.1041 0.0728
C 4.2640 -0.4311 0.1443
C 4.6227 -1.0412 -1.2134
C 3.6390 -0.5558 -2.2675
C 3.7629 0.9657 -2.4718
C 4.4684 1.6360 -1.2958
C 2.6520 1.8862 2.4336
C 1.5297 2.4810 3.2828
C 0.3927 1.4897 3.4742
C 0.9192 0.0744 3.7737
C 2.3555 0.1261 4.2800
C 3.2716 0.6641 3.1750
C 2.0940 3.2415 -0.1826
C 0.6643 3.8040 -0.2825
C 0.2458 4.8310 0.7650
C 1.3133 5.9007 0.9626
C 2.6613 5.2739 1.3033
C 3.1258 4.3237 0.2010
H 4.6557 1.5841 0.8166
H 3.3729 -0.9351 0.5125
H 5.0628 -0.6335 0.8594
H 4.5945 -2.1309 -1.1361
H 5.6444 -0.7899 -1.5058
H 2.6347 -0.7967 -1.9053
H 3.7833 -1.0843 -3.2123
H 2.7724 1.4075 -2.6040
H 4.3171 1.1853 -3.3860
H 4.3808 2.7189 -1.3637
H 5.5397 1.4335 -1.3606
H 3.4294 2.6535 2.3360
H 1.1566 3.4096 2.8632
H 1.9695 2.7465 4.2472
H -0.1869 1.4817 2.5514
H -0.2740 1.8426 4.2636
H 0.9136 -0.5226 2.8595
H 0.2725 -0.4313 4.4937
H 2.6968 -0.8683 4.5710
H 2.4200 0.7472 5.1761
H 3.4722 -0.1548 2.4881
H 4.2341 0.9591 3.5965
H 2.3334 2.9186 -1.2014
H -0.0352 2.9748 -0.2844
H 0.5918 4.2862 -1.2634
H 0.0225 4.3442 1.7153
H -0.6945 5.2839 0.4450
H 1.0101 6.5960 1.7460
H 1.4141 6.4886 0.0438
H 2.5922 4.7550 2.2632
H 3.4163 6.0510 1.4313
H 4.0872 3.8767 0.4665
H 3.3147 4.9211 -0.6968
*
```

## Properties
* ΔE to the lowest compared entry with this formula, charge and spin: 12.3 kJ/mol
* LUMO energy: -5.1 eV
* largest force on an atom: 0.0055 hartree/bohr
* energy: -91273.563 eV
* gap between HOMO and LUMO: 8.4 eV

=====

# 3
The following is a DFT calculation (ωB97M-V/def2-TZVPD) of a structure of composition C47H60CdN3P3.

ORCA input file:
```
! RIJCOSX wB97M-V def2-TZVPD def2/J DEFGRID3
* xyz 0 1
Cd -0.1012 0.1768 -0.2691
C 3.9693 -3.3908 -0.9340
C 2.5568 -2.8277 -1.0861
C 1.6067 -3.6258 -0.1911
P 2.2567 -1.0194 -0.7853
C 2.9511 -0.0936 -2.2314
C 4.2565 -0.5775 -2.8532
C 3.0391 1.3841 -1.8510
C 3.1610 -0.5528 0.7076
C 4.5288 -0.8227 0.8452
C 5.2243 -0.6580 2.0264
C 6.6944 -0.9570 2.1359
C 4.4749 -0.2496 3.1329
C 3.1403 0.0638 3.0303
C 2.4372 0.0099 1.7986
N 1.1301 0.3946 1.6766
C 0.5180 1.1780 2.6252
C 1.1671 2.2091 3.3343
C 0.5266 2.9347 4.3175
C -0.8079 2.7038 4.6474
C -1.5023 3.4841 5.7316
C -1.4807 1.7448 3.9052
C -0.8683 1.0049 2.8919
P -1.7584 -0.1509 1.8095
C -1.8382 -1.7545 2.7225
C -2.5064 -1.7214 4.0930
C -0.4121 -2.2952 2.8376
C -3.4845 0.4558 1.5004
C -4.4420 0.8693 2.6198
C -3.3849 1.6053 0.4938
H 3.9681 -4.4410 -1.2375
H 4.2850 -3.3519 0.1089
H 4.7128 -2.8711 -1.5343
H 2.2390 -2.9503 -2.1300
H 1.8695 -3.4739 0.8591
H 1.6946 -4.6945 -0.4021
H 0.5680 -3.3271 -0.3355
H 2.1551 -0.1975 -2.9800
H 5.0902 -0.4980 -2.1531
H 4.4987 0.0438 -3.7191
H 4.1909 -1.6089 -3.1990
H 3.8311 1.5454 -1.1167
H 2.1074 1.7580 -1.4210
H 3.2621 1.9834 -2.7363
H 5.0712 -1.1873 -0.0184
H 7.1286 -1.1416 1.1529
H 6.8801 -1.8409 2.7511
H 7.2393 -0.1265 2.5888
H 4.9547 -0.1749 4.1039
H 2.6100 0.3680 3.9221
H 2.2034 2.4218 3.1064
H 1.0816 3.7014 4.8496
H -0.7851 3.8870 6.4469
H -2.2058 2.8578 6.2820
H -2.0690 4.3284 5.3274
H -2.5160 1.5470 4.1459
H -2.4084 -2.4119 2.0563
H -2.0259 -0.9863 4.7423
H -2.4083 -2.6991 4.5712
H -3.5685 -1.4930 4.0335
H 0.1972 -1.6485 3.4727
H 0.0764 -2.3537 1.8658
H -0.4271 -3.2925 3.2828
H -3.9148 -0.4124 0.9898
H -4.1805 1.8513 3.0140
H -4.4850 0.1683 3.4496
H -5.4490 0.9515 2.2024
H -2.8422 2.4431 0.9433
H -4.3840 1.9570 0.2247
H -2.8626 1.3187 -0.4201
C -2.0856 -5.5173 -5.1160
C -3.2439 -4.9298 -4.6300
C -3.1713 -3.9245 -3.6748
C -1.9383 -3.4983 -3.1889
C -0.7810 -4.1072 -3.6751
C -0.8502 -5.1020 -4.6373
P -1.7044 -2.1665 -1.9507
C -3.4288 -1.9499 -1.3636
C -4.2615 -0.9047 -1.7517
C -5.5558 -0.8125 -1.2535
C -6.0367 -1.7681 -0.3703
C -5.2152 -2.8187 0.0212
C -3.9200 -2.9000 -0.4653
C -1.4388 -0.6845 -2.9830
C -1.7945 -0.6257 -4.3311
C -1.5893 0.5404 -5.0514
C -1.0397 1.6457 -4.4152
C -0.6930 1.5784 -3.0709
C -0.8663 0.4127 -2.3170
H -2.1443 -6.2994 -5.8619
H -4.2101 -5.2513 -4.9977
H -4.0831 -3.4695 -3.3079
H 0.1842 -3.7939 -3.2926
H 0.0585 -5.5595 -5.0074
H -3.8939 -0.1569 -2.4439
H -6.1917 0.0080 -1.5623
H -7.0467 -1.6963 0.0129
H -5.5822 -3.5686 0.7108
H -3.2775 -3.7172 -0.1534
H -2.2272 -1.4907 -4.8214
H -1.8545 0.5857 -6.1005
H -0.8718 2.5603 -4.9729
H -0.2544 2.4543 -2.6041
C -1.1985 5.1068 2.0668
N -1.2191 4.7744 0.6460
C -2.4146 5.1432 -0.1050
C -0.5445 3.7107 0.2441
N 0.0513 2.8013 -0.1468
H -1.4678 6.1569 2.1746
H -0.1978 4.9516 2.4614
H -1.8983 4.4866 2.6343
H -2.5128 6.2285 -0.1013
H -3.3133 4.7001 0.3339
H -2.3170 4.7985 -1.1318
*
```

## Properties
* LUMO energy: 0.6 eV
* largest force on an atom: 0.0045 hartree/bohr
* energy: -86614.559 eV
* gap between HOMO and LUMO: 6.8 eV

=====

# 4
The following is a DFT calculation (ωB97M-V/def2-TZVPD) of a structure of composition C47H61BiBrF3N2O3P2S.

ORCA input file:
```
! RIJCOSX wB97M-V def2-TZVPD def2/J DEFGRID3
* xyz 0 1
Bi 0.3962 0.7126 -0.2511
C 0.4061 3.0101 3.3675
C -0.0590 1.6430 3.8572
C -1.3078 1.7696 4.7308
P -0.3014 0.4405 2.4720
C 0.1275 -1.1990 3.1835
C -0.3954 -1.5453 4.5780
C 1.6605 -1.2734 3.1963
C -2.0519 0.4990 2.0276
C -2.9980 -0.4312 2.4509
C -4.3014 -0.3847 1.9892
C -4.6503 0.5928 1.0654
C -3.7162 1.5051 0.6107
C -2.3939 1.4914 1.0854
N -1.3642 2.2883 0.5917
C -1.5619 3.6014 0.2437
C -2.7242 4.3269 0.5966
C -2.9294 5.6273 0.1840
C -1.9891 6.2880 -0.5981
C -0.8046 5.6312 -0.8757
C -0.5506 4.3280 -0.4439
P 1.1168 3.6153 -0.6155
C 2.1107 4.5780 0.6405
C 2.4498 6.0139 0.2474
C 3.3616 3.8287 1.0993
C 1.7261 4.2311 -2.2506
C 0.8208 3.7893 -3.3971
C 3.1634 3.7746 -2.5036
H 0.6467 3.6497 4.2201
H -0.3643 3.5047 2.7735
H 1.2993 2.9096 2.7527
H 0.7517 1.2012 4.4461
H -2.1143 2.2427 4.1688
H -1.0861 2.3972 5.5974
H -1.6730 0.8089 5.0925
H -0.2480 -1.9195 2.4476
H 0.0598 -0.8981 5.3318
H -0.1085 -2.5719 4.8155
H -1.4754 -1.4711 4.6845
H 2.0732 -0.5839 3.9383
H 2.0954 -1.0322 2.2288
H 1.9800 -2.2766 3.4831
H -2.7138 -1.2137 3.1396
H -5.0274 -1.1115 2.3279
H -5.6592 0.6296 0.6721
H -4.0025 2.2275 -0.1429
H -3.4765 3.8519 1.2101
H -3.8443 6.1300 0.4752
H -2.1623 7.2940 -0.9556
H -0.0497 6.1492 -1.4546
H 1.4107 4.6302 1.4796
H 3.1465 6.0540 -0.5920
H 2.9324 6.5112 1.0920
H 1.5627 6.5918 -0.0080
H 4.1205 3.7882 0.3165
H 3.1456 2.8007 1.3874
H 3.8052 4.3445 1.9546
H 1.7109 5.3229 -2.2020
H 0.8781 2.7088 -3.5265
H 1.1546 4.2523 -4.3288
H -0.2216 4.0662 -3.2340
H 3.2042 2.6905 -2.6226
H 3.8460 4.0513 -1.6998
H 3.5352 4.2308 -3.4242
C -1.3270 -7.4261 -1.5829
C -1.9209 -6.5657 -0.4587
C -1.7021 -7.2715 0.8863
C -3.4256 -6.4403 -0.6944
C -1.2312 -5.2033 -0.4390
C -1.8998 -4.0099 -0.6460
C -1.2011 -2.8167 -0.5946
Br -2.1900 -1.2302 -0.9538
C 0.1731 -2.7019 -0.3166
O 0.7586 -1.5326 -0.1743
C 0.8744 -3.9355 -0.1979
C 0.1437 -5.1168 -0.2352
C 2.4018 -4.0857 -0.0598
C 2.9090 -5.0505 -1.1466
C 3.2100 -2.7956 -0.2279
C 2.7239 -4.6801 1.3190
H -1.8079 -8.4074 -1.6068
H -0.2557 -7.5802 -1.4436
H -1.4723 -6.9468 -2.5529
H -2.1803 -8.2545 0.8818
H -2.1281 -6.6858 1.7036
H -0.6411 -7.4161 1.0956
H -3.8811 -7.4325 -0.6903
H -3.6452 -5.9779 -1.6590
H -3.9066 -5.8487 0.0876
H -2.9607 -3.9797 -0.8511
H 0.6898 -6.0441 -0.1084
H 2.6840 -4.6590 -2.1409
H 2.4692 -6.0452 -1.0692
H 3.9929 -5.1597 -1.0617
H 3.0008 -2.3202 -1.1869
H 4.2733 -3.0492 -0.1960
H 3.0044 -2.0751 0.5580
H 2.2711 -5.6648 1.4480
H 2.3461 -4.0344 2.1133
H 3.8049 -4.7831 1.4451
F 5.1539 -0.2036 0.6722
C 4.7586 0.3248 -0.4851
F 5.3082 1.5509 -0.5843
F 5.2505 -0.4196 -1.4721
C 3.2212 0.4588 -0.5776
O 2.7034 0.4687 -1.6949
O 2.6199 0.6233 0.5235
S -0.0409 0.0524 -5.4839
C 0.5128 -0.0471 -3.8502
N -0.2149 0.5511 -2.9717
C -1.3138 1.1586 -3.5604
C -2.2753 1.9065 -2.8780
C -3.2988 2.4750 -3.6030
C -3.3768 2.3043 -4.9933
C -2.4320 1.5694 -5.6783
C -1.3922 0.9966 -4.9459
H 1.4248 -0.5710 -3.5953
H -2.1972 2.0392 -1.8044
H -4.0509 3.0667 -3.0968
H -4.1914 2.7620 -5.5398
H -2.4948 1.4465 -6.7514
*
```

## Properties
* ΔE to the lowest compared entry with this formula, charge and spin: 11.0 kJ/mol
* LUMO energy: 0.4 eV
* largest force on an atom: 0.0036 hartree/bohr
* energy: -172303.152 eV
* gap between HOMO and LUMO: 7.4 eV

=====

Which value of gap between HOMO and LUMO does entry 2 give?
8.4 eV